(1)
Here is an isolated molecule of ClFH2NOP at a distorted geometry from the OMol25 dataset. Energies are from the ωB97M-V functional and the def2-TZVPD basis.

Each line ends with the Löwdin charge.
Cartesian coordinates (Å):
N -1.0906 0.3528 -0.7748  -0.12
P 0.1777 -0.2143 -0.1115  0.43
O -0.0776 -0.3716 1.4852  -0.23
F 0.7769 -1.6383 -0.4699  -0.18
Cl 2.3453 0.9235 -0.0623  0.01
H -1.1384 0.7962 -1.6065  -0.05
H -0.9933 0.1515 1.5398  0.14

Summary:
Frontier orbital gap = 10.06 eV
M = 117.45 g mol⁻¹
Charge = 0
Energy relative to the best compared isomer or geometry (same formula, charge and spin) = 23.3 kcal/mol
Calculated total energy = -1032.652473 hartree
SMILES = N=[P@@](O)(F)Cl

(2)
Here is an isolated molecule of ClFHOPS at a distorted geometry from the OMol25 dataset. Energies are from the ωB97M-V functional and the def2-TZVPD basis.

Each line ends with the Löwdin charge.
Cartesian coordinates (Å):
O -0.4161 0.4940 0.4020  -0.24
P -1.8422 0.0511 -0.1243  -0.20
F -1.4791 -0.0385 -1.7243  -0.28
S -3.3253 1.1812 0.3368  0.28
Cl -1.9216 -1.9240 0.2492  0.36
H 0.3238 -0.0132 0.0525  0.08

Summary:
Frontier orbital gap = 10.31 eV
M = 134.50 g mol⁻¹
Charge = 0
Energy relative to the best compared isomer or geometry (same formula, charge and spin) = 0.0 kcal/mol
Calculated total energy = -1375.551467 hartree
SMILES = O[P@](F)(=S)Cl

(3)
Here is a structure of composition ClH10NiO5 at a distorted geometry from the OMol25 dataset. Energies are from the ωB97M-V functional and the def2-TZVPD basis.

Each line ends with the Löwdin charge.
Cartesian coordinates (Å):
Ni -0.2833 0.2042 -0.2100  0.44
Cl -1.1574 1.6378 -2.1122  -0.20
O -1.8092 0.7723 1.0930  -0.03
H -1.6255 0.8981 2.0240  0.09
H -2.7546 0.9005 1.0155  0.10
O -1.1963 -1.5195 -0.8978  -0.03
H -0.9435 -1.7703 -1.7863  0.09
H -1.7630 -2.2310 -0.5997  0.10
O 1.4317 -0.3585 -1.3484  -0.04
H 2.0827 0.2087 -1.7616  0.09
H 1.8327 -1.2277 -1.3540  0.09
O 0.5527 -0.9549 1.2992  -0.02
H 1.2065 -0.6751 1.9399  0.10
H 0.4786 -1.9004 1.4292  0.10
O 1.0331 1.7467 0.4987  -0.03
H 1.9439 1.5671 0.2653  0.07
H 0.9710 2.7019 0.5053  0.10

Summary:
Frontier orbital gap (alpha / beta) = 8.30 / 8.25 eV
M = 184.22 g mol⁻¹
2S+1 = 3
Charge = +1
Energy relative to the best compared isomer or geometry (same formula, charge and spin) = 12.3 kcal/mol
Calculated total energy = -2350.517630 hartree

(4)
Here is a cluster of 8 separate species, ClH14O11 in total at a distorted geometry from the OMol25 dataset. Energies are from the ωB97M-V functional and the def2-TZVPD basis.

Each line ends with the Löwdin charge.
Cartesian coordinates (Å):
Cl 1.1647 -0.4824 -0.0914  0.83
O 1.7026 -1.1671 1.1304  -0.34
O 1.5790 0.9630 -0.1879  -0.34
O 1.6725 -1.1793 -1.3040  -0.37
O -0.3499 -0.5666 -0.0783  -0.41
O -2.5902 -2.0589 -0.7259  -0.06
H -1.8045 -1.4999 -0.7884  -0.01
H -2.9808 -2.1727 -1.6026  0.05
O 2.1089 0.4447 -3.5042  -0.05
H 1.9462 -0.1667 -2.7871  -0.04
H 1.5576 1.1409 -3.2604  -0.02
O -0.6396 -0.4976 -2.9020  -0.04
H -0.2308 -1.1680 -2.3534  0.00
H -0.5182 0.3021 -2.4438  0.00
O -0.3307 -0.0578 2.9584  -0.06
H -1.2262 -0.3443 2.7883  -0.03
H 0.1359 -0.6772 2.4500  -0.05
O -2.7099 -0.9691 1.9714  -0.06
H -3.6189 -0.6280 1.9927  0.06
H -2.6741 -1.3522 1.0788  0.01
O 3.9747 2.0861 1.4531  -0.06
H 3.2188 2.0949 2.0460  0.03
H 4.7026 2.5033 1.9211  0.02
O -1.7448 1.8508 0.8266  -0.04
H -1.2235 1.0902 0.5543  -0.02
H -1.1214 2.5118 0.8583  -0.02

Summary:
Frontier orbital gap = 10.27 eV
M = 225.55 g mol⁻¹
Charge = -1
Energy relative to the best compared isomer or geometry (same formula, charge and spin) = 17.3 kcal/mol
Calculated total energy = -1296.051179 hartree

(5)
Here is a cluster of 10 separate species, ClH18O9 in total at a distorted geometry from the OMol25 dataset. Energies are from the ωB97M-V functional and the def2-TZVPD basis.

Each line ends with the Löwdin charge.
Cartesian coordinates (Å):
Cl 16.2060 -11.5970 -8.8880  0.39
O 16.5440 -14.5820 -8.8940  -0.11
H 17.5310 -14.7480 -8.9220  0.06
H 16.4470 -13.6670 -9.0260  -0.15
O 17.5130 -9.1610 -11.0200  -0.10
H 16.9550 -9.9590 -11.0800  -0.04
H 17.7530 -8.9580 -10.1080  0.00
O 13.7420 -12.3220 -10.3890  -0.10
H 13.2590 -12.8920 -9.8080  0.02
H 14.4260 -12.1120 -9.7320  -0.12
O 18.6100 -12.7200 -10.4500  -0.07
H 19.0240 -11.9630 -10.8080  0.01
H 17.9160 -12.3270 -9.9290  -0.12
O 13.6820 -10.1060 -8.0200  -0.08
H 14.2990 -10.6490 -8.5040  -0.11
H 13.8900 -9.2770 -8.4140  0.02
O 16.4350 -10.1990 -6.1560  -0.09
H 17.2570 -10.5000 -5.7450  0.03
H 16.4590 -10.5900 -7.0130  -0.13
O 19.1260 -10.0700 -8.5440  -0.06
H 19.6840 -10.8360 -8.4840  0.02
H 18.2110 -10.3580 -8.5740  -0.06
O 18.1580 -12.8670 -6.8550  -0.06
H 17.5910 -12.4680 -7.4980  -0.12
H 19.0170 -12.6740 -7.1780  0.01
O 16.2050 -11.3420 -12.0220  -0.09
H 15.6070 -11.5670 -12.7440  0.05
H 16.1710 -12.0730 -11.3620  0.01

Summary:
Frontier orbital gap = 10.57 eV
M = 197.59 g mol⁻¹
Charge = -1
Energy relative to the best compared isomer or geometry (same formula, charge and spin) = 21.6 kcal/mol
Calculated total energy = -1148.262568 hartree

(6)
Here is a cluster of 12 separate species, ClH22O15 in total at a distorted geometry from the OMol25 dataset. Energies are from the ωB97M-V functional and the def2-TZVPD basis.

Each line ends with the Löwdin charge.
Cartesian coordinates (Å):
Cl -0.7569 0.1964 -0.1462  0.88
O -1.0649 1.5634 0.3868  -0.36
O 0.1461 0.3464 -1.3382  -0.37
O -0.1179 -0.6596 0.9178  -0.33
O -2.0539 -0.4306 -0.5502  -0.34
O 0.8511 2.0034 -3.2792  -0.08
H 0.9731 2.8214 -2.7582  0.02
H 0.6381 1.4564 -2.5352  -0.06
O 1.4431 -1.6756 3.3668  -0.04
H 1.3361 -1.9746 2.4418  0.04
H 2.3581 -1.8866 3.5158  0.03
O 0.6341 -3.2116 -1.1322  -0.05
H -0.1599 -2.9366 -1.5912  -0.01
H 1.0751 -2.4016 -0.9212  -0.04
O -2.7109 -2.5876 0.9838  -0.04
H -2.5319 -1.8446 0.4678  -0.07
H -1.8859 -2.7716 1.4468  0.04
O -0.9629 3.4234 2.6358  -0.04
H -0.4669 4.1304 2.2398  0.05
H -1.3219 2.9494 1.8828  0.01
O 2.7241 -0.9606 -0.6942  -0.07
H 2.4691 -0.4186 0.0558  0.03
H 2.0881 -0.7516 -1.4142  -0.01
O -2.4749 -0.0386 3.0258  -0.05
H -2.2009 0.1634 2.1048  0.00
H -2.6149 0.7974 3.4608  0.03
O -1.2379 -1.8576 -2.8632  -0.08
H -0.4109 -1.4316 -3.1682  0.01
H -1.6509 -1.1836 -2.2882  0.01
O 1.5121 -0.8286 -3.4162  -0.03
H 1.5801 -1.7506 -3.5922  0.04
H 1.3811 -0.4766 -4.3032  0.07
O 0.9761 3.3314 -0.7162  -0.02
H 1.8291 2.9564 -0.6242  0.04
H 0.3931 2.6714 -0.4002  -0.03
O 0.4021 1.2084 3.0548  -0.10
H -0.3729 1.7794 2.8468  -0.03
H 0.1871 0.2804 2.8978  -0.02

Summary:
Frontier orbital gap = 10.10 eV
M = 297.61 g mol⁻¹
Charge = -1
Energy relative to the best compared isomer or geometry (same formula, charge and spin) = 14.2 kcal/mol
Calculated total energy = -1601.825568 hartree

(7)
Here is a cluster of 13 separate species, ClH24O16 in total at a distorted geometry from the OMol25 dataset. Energies are from the ωB97M-V functional and the def2-TZVPD basis.

Each line ends with the Löwdin charge.
Cartesian coordinates (Å):
Cl -0.1227 0.3753 0.3196  0.67
O 0.0214 -0.9714 -0.1993  -0.35
O -0.5874 1.1875 -0.7590  -0.33
O -1.1231 0.4194 1.3690  -0.36
O 1.0907 0.8553 0.8990  -0.31
O 1.8364 -2.7252 2.2330  -0.06
H 0.9456 -3.0418 2.0448  0.03
H 1.9396 -1.9374 1.6807  0.01
O 3.7904 0.3712 2.0047  -0.07
H 2.9343 0.6997 1.6884  -0.01
H 4.3436 0.3584 1.2175  0.03
O -0.1496 -4.2056 -1.4059  -0.06
H -0.3076 -3.4093 -0.8808  0.00
H -0.4688 -3.9810 -2.2852  0.03
O -2.7318 -2.8786 0.6093  -0.06
H -3.6617 -2.7605 0.8330  0.03
H -2.4283 -1.9950 0.3613  0.01
O -2.3453 0.0264 -3.5087  -0.05
H -2.2651 0.2747 -2.5758  0.02
H -2.8661 -0.7846 -3.4984  0.03
O 2.6172 3.7241 0.1766  -0.08
H 1.7304 3.6490 0.5795  -0.01
H 2.5203 3.3381 -0.6993  0.02
O 2.8500 -2.0733 -1.3801  -0.07
H 1.9908 -1.6382 -1.2761  -0.01
H 3.2138 -1.6788 -2.1787  0.02
O -0.9761 -0.5787 4.4799  -0.06
H -0.4237 -1.3167 4.7600  0.03
H -1.0984 -0.7142 3.5305  0.01
O -4.0504 0.2316 2.1282  -0.07
H -4.4184 0.6167 1.3262  0.03
H -3.0921 0.3366 2.0250  -0.01
O -0.3147 3.4131 -3.3812  -0.06
H -0.1569 4.3590 -3.2901  0.03
H 0.2377 3.0025 -2.7034  0.02
O 1.1040 -0.1524 -3.0946  -0.06
H 0.8407 -0.8352 -3.7205  0.04
H 0.3074 0.0163 -2.5692  -0.01
O -0.0515 3.6758 1.4341  -0.05
H -0.5290 2.8367 1.3423  0.01
H -0.1457 3.9105 2.3637  0.06

Summary:
Frontier orbital gap = 10.49 eV
M = 315.63 g mol⁻¹
Charge = -1
Energy relative to the best compared isomer or geometry (same formula, charge and spin) = 15.4 kcal/mol
Calculated total energy = -1678.276776 hartree

(8)
Here is an isolated molecule of ClH2N3 at a distorted geometry from the OMol25 dataset. Energies are from the ωB97M-V functional and the def2-TZVPD basis.

Each line ends with the Löwdin charge.
Cartesian coordinates (Å):
N 0.1650 -0.6251 -0.8606  0.02
N 0.3990 -0.2330 0.3492  -0.11
N -0.4969 0.9588 0.6019  -0.56
Cl -0.1928 1.3848 2.1759  0.46
H -0.5483 -0.0348 -1.1739  0.08
H 0.6740 -1.4507 -1.0925  0.11

Summary:
Frontier orbital gap (alpha / beta) = 8.68 / 8.67 eV
M = 79.49 g mol⁻¹
Charge = 0
Energy relative to the best compared isomer or geometry (same formula, charge and spin) = 47.3 kcal/mol
Calculated total energy = -625.513087 hartree
SMILES = N/N=N/Cl